No. 1
{"formula": "C5H14NOS", "method": "ωB97M-V/def2-TZVPD", "total_charge": -1, "energy_ha": -727.06085, "homo_ev": -2.48, "homo_lumo_gap_ha": 0.2055, "fmax_ev_per_a": 1.022, "e_lumo_ev": 3.107, "relative_energy_kj_mol": 185.4, "species": ["C", "N", "C", "O", "H", "H", "H", "H", "H", "H", "C", "C", "C", "S", "H", "H", "H", "H", "H", "H", "H", "H"], "coordinates": [[-1.766, -0.108, -2.913], [-0.900, 0.557, -1.957], [0.362, -0.253, -1.735], [1.088, -0.462, -2.805], [-1.244, -0.384, -3.839], [-2.638, 0.512, -3.150], [-2.118, -1.029, -2.439], [-0.621, 1.481, -2.250], [-0.018, -1.187, -1.208], [0.872, 0.335, -0.901], [-1.637, -1.367, 1.828], [-0.796, -0.097, 1.720], [0.699, -0.384, 1.810], [1.567, 1.189, 1.852], [-2.692, -1.136, 1.674], [-1.513, -1.879, 2.788], [-1.336, -2.059, 1.038], [-0.948, 0.286, 0.703], [-1.144, 0.685, 2.402], [0.963, -0.926, 0.903], [0.997, -1.019, 2.651], [2.841, 0.822, 2.017]], "nbo_charge": [-0.42, -0.71, 0.15, -0.93, 0.18, 0.16, 0.17, 0.34, 0.03, 0.06, -0.60, -0.44, -0.52, -0.05, 0.21, 0.18, 0.21, 0.26, 0.19, 0.24, 0.19, 0.11]}

***

No. 2
{"formula": "C4H12NS", "method": "ωB97M-V/def2-TZVPD", "energy_ha": -612.39778, "spin_multiplicity": 2, "homo_ev": [-3.41, -9.10], "homo_lumo_gap_ha": [0.1546, 0.3631], "fmax_ev_per_a": 1.903, "e_lumo_ev": [0.797, 0.776], "relative_energy_kj_mol": 186.1, "species": ["C", "C", "C", "S", "C", "N", "H", "H", "H", "H", "H", "H", "H", "H", "H", "H", "H", "H"], "coordinates": [[1.902, 0.556, -0.212], [0.461, 1.156, -0.015], [-0.641, 0.516, -0.822], [-1.007, -1.236, -0.455], [-2.809, -1.091, 0.020], [2.063, -0.562, 0.804], [2.577, 1.343, 0.130], [2.058, 0.044, -1.163], [0.272, 1.001, 1.040], [0.575, 2.182, -0.375], [-1.629, 0.987, -0.742], [-0.422, 0.665, -1.880], [-3.142, -0.063, 0.081], [-3.484, -1.618, -0.648], [-2.980, -1.494, 1.024], [1.389, -1.283, 0.492], [1.757, -0.257, 1.791], [3.061, -0.849, 0.930]], "nbo_charge": [-0.30, -0.43, -0.52, 0.13, -0.72, -1.08, 0.22, 0.22, 0.22, 0.22, 0.23, 0.21, 0.22, 0.22, 0.22, 0.38, 0.28, 0.30]}

***

No. 3
{"formula": "C27H68O27S8", "method": "ωB97M-V/def2-TZVPD", "energy_ha": -6285.81071, "homo_ev": -9.46, "homo_lumo_gap_ha": 0.3411, "smiles": "CCOS(C)(=O)=O.CCOS(C)(=O)=O.CCOS(C)(=O)=O.CCOS(C)(=O)=O.CCOS(C)(=O)=O.CCOS(C)(=O)=O.CCOS(C)(=O)=O.CCOS(C)(=O)=O.O=C1OCCO1", "fmax_ev_per_a": 10.161, "e_lumo_ev": -0.177, "relative_energy_kj_mol": 277.8, "species": ["O", "S", "O", "O", "C", "C", "C", "H", "H", "H", "H", "H", "H", "H", "H", "O", "S", "O", "O", "C", "C", "C", "H", "H", "H", "H", "H", "H", "H", "H", "O", "S", "O", "O", "C", "C", "C", "H", "H", "H", "H", "H", "H", "H", "H", "O", "S", "O", "O", "C", "C", "C", "H", "H", "H", "H", "H", "H", "H", "H", "O", "S", "O", "O", "C", "C", "C", "H", "H", "H", "H", "H", "H", "H", "H", "O", "S", "O", "O", "C", "C", "C", "H", "H", "H", "H", "H", "H", "H", "H", "O", "S", "O", "O", "C", "C", "C", "H", "H", "H", "H", "H", "H", "H", "H", "O", "S", "O", "O", "C", "C", "C", "H", "H", "H", "H", "H", "H", "H", "H", "C", "C", "O", "C", "O", "O", "H", "H", "H", "H"], "coordinates": [[4.524, -2.902, 5.847], [3.091, -3.194, 6.086], [2.153, -2.136, 5.869], [2.651, -4.342, 4.878], [2.856, -3.974, 3.542], [2.424, -5.067, 2.590], [2.655, -4.147, 7.510], [3.956, -3.549, 3.599], [2.393, -3.084, 3.281], [1.833, -4.771, 1.732], [2.299, -5.962, 3.327], [3.348, -5.306, 2.095], [1.614, -4.525, 7.172], [2.400, -3.505, 8.247], [3.584, -4.716, 7.568], [2.850, -3.806, -2.121], [3.039, -2.843, -3.129], [3.464, -1.456, -2.831], [4.306, -3.499, -4.183], [5.436, -3.620, -3.644], [6.461, -4.300, -4.565], [1.562, -2.849, -4.108], [5.380, -4.014, -2.631], [5.795, -2.451, -3.358], [7.356, -4.018, -4.139], [6.261, -4.178, -5.672], [6.206, -5.291, -4.511], [0.878, -1.940, -3.744], [0.999, -3.900, -4.187], [1.883, -2.583, -5.196], [-6.494, -0.811, 2.315], [-6.376, 0.595, 2.037], [-7.010, 1.574, 2.828], [-4.741, 0.849, 2.377], [-4.231, 0.473, 3.603], [-2.822, 1.100, 3.682], [-6.636, 0.890, 0.277], [-4.318, -0.717, 3.520], [-4.811, 0.934, 4.492], [-2.928, 2.141, 3.687], [-2.105, 0.577, 2.970], [-2.209, 1.006, 4.653], [-5.888, 0.461, -0.178], [-6.625, 1.971, 0.214], [-7.430, 0.356, -0.134], [0.646, 2.588, -3.343], [1.161, 1.768, -4.482], [0.740, 0.398, -4.473], [0.353, 2.309, -5.835], [-0.909, 2.953, -5.770], [-1.368, 3.320, -7.189], [2.914, 1.857, -4.725], [-0.941, 3.928, -5.223], [-1.530, 2.365, -5.171], [-1.496, 2.481, -7.773], [-0.802, 4.051, -7.578], [-2.361, 3.677, -7.150], [3.210, 2.821, -4.879], [3.354, 1.052, -5.454], [3.374, 1.509, -3.670], [-4.149, 3.549, 0.055], [-3.019, 3.977, 0.814], [-2.024, 2.959, 1.186], [-2.332, 5.110, -0.183], [-2.217, 4.835, -1.598], [-1.427, 5.846, -2.136], [-3.380, 4.914, 2.244], [-3.191, 4.827, -2.027], [-1.593, 3.745, -1.460], [-2.124, 6.820, -2.017], [-0.973, 5.784, -3.242], [-0.498, 5.784, -1.638], [-3.210, 4.426, 3.080], [-4.475, 5.285, 2.091], [-2.724, 5.683, 2.211], [0.364, -0.107, 1.652], [0.592, -0.394, 0.286], [1.868, -0.793, -0.229], [-0.429, -1.548, -0.215], [0.011, -2.943, -0.235], [-1.298, -3.766, -0.240], [0.080, 0.958, -0.676], [0.664, -3.313, 0.431], [0.637, -3.043, -1.151], [-1.018, -4.716, -0.227], [-1.688, -3.403, -1.173], [-2.101, -3.291, 0.334], [-1.073, 1.183, -0.273], [-0.100, 0.828, -1.951], [0.817, 1.706, -0.675], [3.308, 4.065, 4.177], [2.532, 2.945, 3.681], [3.189, 1.817, 3.072], [1.840, 2.244, 5.068], [2.416, 1.059, 5.612], [1.633, 0.655, 6.883], [1.206, 3.585, 2.730], [3.359, 1.544, 5.897], [2.462, 0.215, 4.880], [1.638, 1.413, 7.581], [1.691, -0.155, 7.370], [0.664, 0.686, 6.704], [1.546, 4.007, 1.692], [0.824, 4.312, 3.168], [0.541, 2.711, 2.562], [-4.107, -1.049, -1.219], [-3.873, -0.403, -2.503], [-3.419, -1.196, -3.598], [-5.494, 0.012, -2.781], [-6.436, -1.096, -2.940], [-7.772, -0.535, -3.309], [-3.101, 1.110, -2.269], [-6.188, -1.735, -2.046], [-6.019, -1.751, -3.963], [-7.960, -0.304, -4.384], [-7.853, 0.585, -3.078], [-8.355, -1.106, -2.728], [-2.019, 1.287, -2.537], [-3.193, 1.178, -1.092], [-3.584, 1.875, -2.785], [5.221, -1.741, -0.147], [5.382, -0.551, 0.886], [6.013, -1.187, 1.992], [6.092, -2.470, 1.824], [6.507, -3.315, 2.701], [5.430, -2.952, 0.666], [6.061, -1.710, -0.869], [4.235, -1.653, -0.505], [4.398, -0.180, 1.146], [5.816, 0.331, 0.465]], "lowdin_charge": [-0.29, 0.70, -0.29, -0.29, -0.32, -0.04, -0.10, 0.14, 0.08, 0.06, 0.13, 0.06, 0.12, 0.02, 0.08, -0.27, 0.68, -0.31, -0.22, -0.47, -0.03, -0.15, 0.11, 0.15, 0.05, 0.11, 0.04, 0.10, 0.12, 0.10, -0.29, 0.67, -0.27, -0.30, -0.32, -0.07, -0.06, 0.16, 0.14, 0.02, 0.09, 0.10, -0.03, 0.08, 0.07, -0.34, 0.67, -0.30, -0.25, -0.26, -0.03, -0.12, 0.12, 0.09, 0.06, 0.04, 0.08, 0.02, 0.13, 0.14, -0.29, 0.65, -0.31, -0.29, -0.34, -0.12, -0.07, 0.11, 0.18, 0.15, 0.13, 0.07, 0.01, 0.14, 0.03, -0.25, 0.55, -0.28, -0.26, -0.21, -0.01, -0.16, 0.05, 0.10, 0.03, 0.07, 0.10, 0.11, 0.12, 0.03, -0.29, 0.67, -0.30, -0.28, -0.22, -0.03, -0.11, 0.12, 0.12, 0.07, -0.01, 0.03, 0.14, -0.04, 0.08, -0.31, 0.63, -0.27, -0.33, -0.27, -0.09, -0.14, 0.12, 0.18, 0.10, 0.11, 0.03, 0.07, 0.11, 0.05, -0.08, -0.08, 0.10, -0.49, 0.05, 0.02, 0.13, 0.06, 0.11, 0.12]}

***

No. 4
{"formula": "C3H4N2O", "method": "ωB97M-V/def2-TZVPD", "energy_ha": -301.35983, "homo_ev": -8.84, "homo_lumo_gap_ha": 0.3445, "fmax_ev_per_a": 0.349, "e_lumo_ev": 0.532, "relative_energy_kj_mol": 334.5, "species": ["O", "C", "C", "N", "C", "N", "H", "H", "H", "H"], "coordinates": [[-2.029, -0.559, 0.843], [-0.852, -0.589, 0.330], [-0.070, 0.560, 0.728], [0.877, 0.589, -0.346], [0.660, -0.499, -1.101], [-0.355, -1.267, -0.731], [-1.496, 0.648, 0.998], [0.363, 0.582, 1.728], [1.638, 1.236, -0.469], [1.263, -0.701, -1.981]], "nbo_charge": [-0.65, 0.57, -0.49, -0.53, 0.29, -0.52, 0.46, 0.24, 0.42, 0.20]}

***

No. 5
{"formula": "C4H4N2", "method": "ωB97M-V/def2-TZVPD", "energy_ha": -264.13345, "homo_ev": -8.57, "homo_lumo_gap_ha": 0.3311, "smiles": "C1=C(C2N=N2)C1", "fmax_ev_per_a": 3.382, "e_lumo_ev": 0.440, "relative_energy_kj_mol": 506.7, "species": ["C", "C", "C", "C", "N", "N", "H", "H", "H", "H"], "coordinates": [[0.050, 1.339, -0.179], [-0.001, 0.048, 0.023], [-1.262, 0.823, 0.259], [0.498, -1.244, -0.165], [1.855, -1.216, -0.768], [2.058, -1.469, 0.406], [0.816, 2.129, -0.316], [-1.719, 1.109, 1.189], [-2.179, 0.572, -0.401], [-0.115, -2.091, -0.048]], "nbo_charge": [-0.18, -0.06, -0.40, -0.12, -0.06, 0.01, 0.24, 0.18, 0.17, 0.22]}